Entry from OMol25: a molecular structure, C40H70AsF6HfN10 at a distorted geometry (wB97M-V/def2-TZVPD).

Geometry as ORCA input:
```
! RIJCOSX wB97M-V def2-TZVPD def2/J DEFGRID3
* xyz 3 1
Hf -2.8664 -2.1954 3.0116
As -0.6797 0.0456 0.3258
F -2.1971 0.4972 -0.4401
F -1.6456 -0.9825 1.4802
F 0.7824 -0.4820 1.1155
F 0.2121 1.0419 -0.8730
F -0.8848 1.4438 1.4151
F -0.5792 -1.3639 -0.7837
C -0.9706 -7.4589 0.5600
C 0.2240 -6.6246 0.2001
C -0.1443 -5.1985 -0.3811
C -0.9471 -4.3500 0.4944
N -1.5542 -3.6888 1.2475
H -1.4855 -8.0147 -0.2236
H -1.6899 -6.8202 1.0726
H -0.6297 -8.2353 1.2450
H 0.9023 -7.1210 -0.4939
H 0.9490 -6.4463 0.9942
H -0.6571 -5.3933 -1.3230
H 0.6890 -4.6344 -0.8001
C 1.1815 1.9553 -3.6111
C -0.2538 2.2577 -4.1811
C -1.3769 1.4476 -3.5489
C -2.7022 1.7334 -4.0749
N -3.7739 1.9616 -4.4767
H 1.9568 2.5234 -4.1251
H 1.3957 0.8891 -3.6848
H 1.2732 2.2935 -2.5789
H -0.2052 2.0047 -5.2402
H -0.3829 3.3397 -4.1535
H -1.3231 1.6530 -2.4797
H -1.1791 0.3854 -3.6932
C -1.8457 3.8393 3.1079
C -1.4560 3.5975 4.5602
C -0.5707 2.3792 4.7466
C -1.1931 1.1107 4.3213
N -1.7254 0.1220 3.9327
H -1.0020 4.1701 2.5023
H -2.5638 4.6563 3.0370
H -2.3201 2.9549 2.6825
H -2.3332 3.6575 5.2045
H -0.8807 4.4589 4.8994
H -0.2924 2.2212 5.7886
H 0.2754 2.5481 4.0805
C 4.6452 -0.0788 -2.7924
C 4.7934 -0.1850 -1.2594
C 3.4161 -0.2171 -0.5339
C 2.7067 -1.5046 -0.8234
N 2.2049 -2.5319 -1.0473
H 4.0283 0.7668 -3.0965
H 4.1522 -0.9576 -3.2080
H 5.6032 -0.0126 -3.3080
H 5.3050 0.7207 -0.9336
H 5.3930 -1.0320 -0.9258
H 2.8121 0.6266 -0.8678
H 3.5372 -0.1952 0.5491
C 2.6699 -4.3138 1.9560
C 3.2325 -3.0418 2.6069
C 2.3776 -2.5901 3.8470
C 0.9707 -2.4815 3.5744
N -0.1693 -2.3906 3.3700
H 3.2857 -4.6749 1.1323
H 1.7121 -4.1126 1.4760
H 2.4951 -5.1059 2.6841
H 3.1360 -2.2875 1.8259
H 4.3086 -3.0319 2.7802
H 2.7292 -1.6163 4.1879
H 2.5305 -3.3856 4.5764
C -6.3652 -0.7535 -2.0529
C -4.9085 -0.6615 -2.4838
C -4.0519 -1.9243 -2.0828
C -3.8751 -2.0201 -0.6772
N -3.7478 -2.0844 0.4932
H -6.4156 -1.0381 -1.0019
H -6.9115 -1.4985 -2.6313
H -6.8358 0.2137 -2.2299
H -4.4355 0.2139 -2.0387
H -4.8186 -0.4931 -3.5570
H -3.0766 -1.9063 -2.5691
H -4.5068 -2.8448 -2.4486
C -0.4635 -1.9062 -5.2881
C 0.0692 -2.2951 -3.9205
C 1.2103 -3.3623 -3.9535
C 2.4701 -2.9405 -4.5989
N 3.4238 -2.5909 -5.1439
H -1.3080 -1.2417 -5.1055
H -0.8878 -2.7266 -5.8669
H 0.3355 -1.4325 -5.8585
H -0.7443 -2.7242 -3.3355
H 0.4590 -1.4786 -3.3126
H 0.7935 -4.2022 -4.5092
H 1.3314 -3.7225 -2.9319
C 0.6841 4.4444 -0.1817
C 1.7968 4.8002 0.7749
C 3.1774 4.4887 0.1602
C 3.5065 5.3936 -0.9214
N 3.7951 6.1843 -1.7481
H 0.7684 3.4555 -0.6323
H 0.7075 5.1724 -0.9926
H -0.2901 4.6284 0.2712
H 1.6628 4.1823 1.6628
H 1.8399 5.8609 1.0221
H 3.1344 3.4699 -0.2249
H 3.8872 4.6116 0.9782
C -4.7561 2.9984 -0.6535
C -5.8294 2.4164 0.2565
C -5.5271 2.1610 1.7247
C -4.6387 1.0321 1.9948
N -3.9228 0.1328 2.2224
H -5.1951 3.2674 -1.6142
H -4.0210 2.2436 -0.9330
H -4.3068 3.8802 -0.1966
H -6.2441 1.4902 -0.1413
H -6.6526 3.1309 0.2647
H -6.4769 1.9865 2.2302
H -5.0841 3.0403 2.1923
C 2.8523 1.2670 3.0038
C 3.4393 1.9771 4.2478
C 4.9729 2.0732 4.1609
C 5.5130 2.6464 2.9315
N 5.9745 3.0792 1.9540
H 1.7698 1.3386 2.8990
H 3.0811 0.2013 2.9960
H 3.2548 1.7037 2.0897
H 3.2201 1.4081 5.1513
H 2.9616 2.9535 4.3289
H 5.3690 1.0630 4.2637
H 5.4297 2.6912 4.9339
*
```

Results
**Maximum force**: 0.2242 hartree/bohr
**DFT total energy**: -135936.6587 eV
**Energy above the lowest of the compared OMol25 structures with the same formula, charge and spin**: 76.9 kcal/mol
**LUMO energy**: -13.901 eV

Atom charges from the Löwdin analysis, given in e for atoms 1 to 8: Hf 2.27; As 0.92; F -0.24; F -0.46; F -0.22; F -0.24; F -0.24; F -0.25